One molecule with the formula C14H18N2O4S in a non-equilibrium geometry. Source: the Open Molecules 2025 dataset; level of theory: ωB97M-V with the def2-TZVPD basis set.

Each line ends with the Löwdin charge.
Atoms and positions in Å:
C -6.6224 -0.3761 -0.0001  -0.1154
C -5.6067 0.7592 0.0000  -0.2752
C -4.1755 0.2305 0.0000  -0.2211
C -3.1505 1.3617 0.0000  -0.1150
C -1.7327 0.8344 0.0000  -0.4346
O -1.4477 -0.3452 0.0000  0.0860
N -0.7951 1.8334 0.0001  0.0683
C 0.5976 1.7405 0.0001  -0.7864
N 1.0955 0.4995 0.0001  0.1053
C 2.4060 0.0320 0.0001  -0.1339
C 3.5390 0.8259 0.0000  0.0313
C 4.8039 0.2392 0.0000  -0.1345
C 4.9314 -1.1443 0.0000  -0.0031
C 3.8067 -1.9486 0.0001  -0.0016
C 2.5419 -1.3790 0.0001  -0.1951
O 1.3752 -2.0746 0.0000  -0.0822
C 1.4126 -3.4820 0.0000  -0.0647
H 0.3705 -3.7966 0.0000  0.0988
H 1.9105 -3.8691 -0.8940  0.0998
H 1.9105 -3.8692 0.8939  0.0998
H 3.9235 -3.0203 0.0001  0.1064
H 5.9192 -1.5776 0.0000  0.1218
C 6.0307 1.0611 0.0000  -0.4913
O 7.1529 0.6147 0.0000  0.0998
O 5.7916 2.3797 -0.0002  0.1121
H 6.6302 2.8663 -0.0002  0.1335
H 3.4548 1.8989 0.0000  0.0286
H 0.3912 -0.2496 0.0001  0.1136
S 1.4025 3.1798 0.0001  0.7041
H -1.1155 2.7945 0.0001  0.1108
H -3.2862 1.9928 -0.8826  0.1313
H -3.2863 1.9927 0.8826  0.1313
H -4.0133 -0.3956 0.8790  0.1212
H -4.0132 -0.3956 -0.8791  0.1212
H -5.7626 1.3850 0.8820  0.1087
H -5.7626 1.3850 -0.8821  0.1087
H -7.6360 0.0172 -0.0001  0.0678
H -6.4957 -1.0004 -0.8816  0.0720
H -6.4958 -1.0004 0.8814  0.0720

As for the HOMO energy: -8.27 eV. The SMILES is CCCCC(=O)NC(=S)Nc1cc(C(=O)O)ccc1OC. For the energy above the lowest of the compared OMol25 structures with the same formula, charge and spin, the calculation gives 0.0 kcal/mol. The value obtained for the orbital gap is 8.66 eV. The calculation puts the total energy at -36817.073 eV.



C14H18N7OS6V as an isolated structure. Source: the Open Molecules 2025 dataset; level of theory: ωB97M-V with the def2-TZVPD basis set.

Each line ends with the Löwdin spin population.
Atoms and positions in Å:
V -0.3949 -0.6065 -0.2770  1.9930
N -2.1974 2.5830 2.2979  -0.0011
C -1.6757 1.5006 1.6833  -0.0011
S -1.4085 1.5960 -0.0126  -0.0093
N -1.4259 0.4686 2.4718  -0.0028
N -0.9092 -0.5748 1.7855  -0.0100
C -0.7077 -1.6740 2.4151  0.0306
C -0.1376 -2.7867 1.6669  0.0057
C 0.0831 -4.0303 2.2421  0.0035
C 0.6070 -5.0424 1.4513  0.0066
C 0.9001 -4.7802 0.1241  0.0033
C 0.6604 -3.5090 -0.3778  0.0057
N 0.1558 -2.5402 0.3760  -0.0021
H -2.3354 3.4330 1.7849  -0.0005
H -2.3348 2.5623 3.2928  -0.0002
H -0.9736 -1.7675 3.4637  0.0012
H -0.1624 -4.1949 3.2816  -0.0001
H 0.7825 -6.0235 1.8705  0.0003
H 1.3038 -5.5398 -0.5289  0.0000
H 0.8688 -3.2389 -1.4046  -0.0002
S 0.1518 -0.4542 -2.5237  -0.0713
S -1.3300 -1.4037 -3.6520  0.0009
S -2.0263 -2.7740 -2.3103  0.0075
S -2.5872 -1.5538 -0.7410  0.0059
S 1.6975 3.9279 -0.2263  -0.0001
C 1.1004 3.5233 -1.7322  0.0000
N 1.8704 2.8322 -2.6221  0.0000
C 1.4872 2.4603 -3.8684  -0.0003
C 0.2517 2.7772 -4.3267  -0.0004
C -0.6110 3.4808 -3.4538  -0.0003
C -0.2042 3.8446 -2.2073  -0.0002
H 2.7884 2.5775 -2.2826  0.0000
H 2.2170 1.9007 -4.4339  0.0000
H -0.0599 2.4666 -5.3107  0.0000
H -1.6136 3.7282 -3.7763  0.0000
H -0.8549 4.3746 -1.5295  -0.0002
C 4.2775 -0.1617 -0.3502  0.0004
N 3.6327 0.6107 0.6918  0.0032
C 2.2907 0.5947 0.8293  0.0068
N 1.7559 1.2091 1.9078  0.0025
O 1.6083 -0.0073 -0.0186  0.0226
H 5.3352 0.0897 -0.3610  0.0000
H 3.8440 0.0775 -1.3205  0.0000
H 4.1641 -1.2356 -0.1890  0.0001
H 4.1933 1.0134 1.4211  0.0001
H 2.3003 1.9357 2.3430  0.0001
H 0.7711 1.4225 1.8256  0.0001

As for the expectation value of S²: 2.042. The spin multiplicity is 3. As for the HOMO energy (alpha / beta): -6.90 / -6.90 eV. For the energy above the lowest of the compared OMol25 structures with the same formula, charge and spin, the calculation gives 11.1 kcal/mol. The value obtained for the orbital gap (alpha / beta) is 6.42 / 6.26 eV. The calculation puts the total energy at -117992.053 eV.



One molecule with the formula C14H19B in a non-equilibrium geometry. Source: the Open Molecules 2025 dataset; level of theory: ωB97M-V with the def2-TZVPD basis set.

Each line ends with the Löwdin charge.
Atoms and positions in Å:
B -0.9913 -0.2406 0.4760  -0.3679
C -1.3464 -0.7839 -1.1802  -0.1107
C -1.2465 0.6233 -0.9587  -0.1573
C -0.5354 -1.4545 -2.2391  -0.0822
C -0.0907 1.2714 -1.6962  -0.0204
C 0.3955 -0.8463 -2.9181  -0.0508
C 0.7264 0.5946 -2.5232  -0.2452
C -1.1572 0.2574 2.0794  0.0026
C -2.1830 -0.6544 1.6536  -0.1518
C 0.1263 -0.2079 1.5941  -0.0588
C 1.4175 -0.1836 1.8814  -0.2775
C 2.0161 1.1288 -3.2095  -0.0558
C -3.6702 -0.1681 1.6183  -0.0355
C 2.0932 0.3875 3.1417  -0.0532
C 2.4019 -0.7660 0.8650  -0.0544
H 0.9928 -1.3891 -3.7030  0.1247
H -2.3817 -1.0351 -1.2192  0.1143
H -2.1099 1.2440 -1.1572  0.1262
H -0.9926 -2.4823 -2.3000  0.1266
H 0.2284 2.3351 -1.4868  0.1264
H -1.3392 1.2509 2.2894  0.1193
H -2.1002 -1.6855 1.9435  0.1235
H 1.8011 1.4187 -4.2352  0.0677
H 2.1878 2.1561 -2.7652  0.0869
H 2.8314 0.4594 -3.1898  0.0520
H -4.3159 -1.0431 1.8063  0.0819
H -3.8702 0.2789 0.6834  0.0527
H -3.8302 0.5355 2.4175  0.0686
H 2.2634 -0.3417 4.0171  0.1063
H 3.0466 0.6717 2.7960  0.0403
H 1.7123 1.2915 3.5873  0.0614
H 2.8131 0.1155 0.3738  0.0774
H 3.2023 -1.2770 1.4055  0.0723
H 1.9042 -1.4613 0.1519  0.0905

As for the HOMO energy: -7.03 eV. For the energy above the lowest of the compared OMol25 structures with the same formula, charge and spin, the calculation gives 77.4 kcal/mol. The value obtained for the orbital gap is 7.18 eV. The calculation puts the total energy at -15497.565 eV.



C14H19Cl5NNiO3P as an isolated structure in a non-equilibrium geometry. Source: the Open Molecules 2025 dataset; level of theory: ωB97M-V with the def2-TZVPD basis set.

Each line ends with the Löwdin charge.
Atoms and positions in Å:
Ni -0.3278 -0.8076 -1.0158  0.2020
Cl 6.4949 0.8857 -1.3381  0.6768
C 4.9446 0.3464 -0.8462  -0.7268
C 3.8570 0.4625 -1.7132  -0.7124
Cl 4.0551 1.2110 -3.2433  0.6999
C 2.6230 -0.0296 -1.3331  -0.5575
Cl 1.2347 0.1282 -2.3499  0.8226
C 2.4037 -0.6757 -0.0855  -0.4896
O 1.2808 -1.1817 0.2336  -0.1743
C 3.5251 -0.7174 0.7834  -0.6242
Cl 3.3008 -1.4425 2.3207  0.7149
C 4.7657 -0.2348 0.4098  -0.7120
Cl 6.0821 -0.3708 1.4994  0.6960
N -0.2096 -2.8711 -1.9047  0.0068
C -1.5355 -3.2774 -2.3491  -0.1411
C -2.6213 -2.3330 -1.6665  -0.6591
O -3.6811 -2.8210 -1.3423  0.0545
O -2.2290 -1.1428 -1.5416  -0.1071
H 0.4947 -3.0221 -2.6228  0.1000
H 0.0573 -3.3794 -1.0611  0.1088
H -1.7942 -4.3061 -2.0873  0.1151
H -1.6360 -3.1471 -3.4282  0.1205
C 0.4896 2.9728 0.4827  -0.1355
C -0.0161 1.9228 1.4642  -0.3526
P -1.0342 0.6157 0.6292  1.0109
C -2.6996 1.3872 0.4428  -0.3659
C -2.8780 2.0437 -0.9194  -0.1459
C -1.3405 -0.6205 1.9651  -0.3712
C -1.9298 -0.0692 3.2572  -0.1376
H 1.0901 3.7155 1.0056  0.0772
H -0.3408 3.4814 -0.0018  0.0572
H 1.1044 2.5068 -0.2853  0.0565
H -0.6349 2.3927 2.2342  0.0820
H 0.8343 1.4305 1.9429  0.0874
H -2.8606 2.1052 1.2509  0.0870
H -3.4148 0.5668 0.5389  0.0893
H -2.2655 2.9383 -1.0073  0.0559
H -3.9215 2.3116 -1.0674  0.0759
H -2.5926 1.3360 -1.6957  0.0524
H -0.3947 -1.1346 2.1579  0.0736
H -2.0358 -1.3428 1.5241  0.0853
H -1.2864 0.6805 3.7097  0.0636
H -2.0487 -0.8847 3.9669  0.0752
H -2.9087 0.3705 3.0862  0.0656

As for the HOMO energy (alpha / beta): -8.21 / -8.22 eV. For the energy above the lowest of the compared OMol25 structures with the same formula, charge and spin, the calculation gives 12.9 kcal/mol. The value obtained for the orbital gap (alpha / beta) is 7.20 / 7.17 eV. The calculation puts the total energy at -135403.998 eV.



Which formula does entry 4 have? C14H19Cl5NNiO3P



energy above the lowest of the compared OMol25 structures with the same formula, charge and spin of number 4 (C14H19Cl5NNiO3P)? 12.9 kcal/mol



Repeat the first record exactly.
One molecule with the formula C14H18N2O4S in a non-equilibrium geometry. Source: the Open Molecules 2025 dataset; level of theory: ωB97M-V with the def2-TZVPD basis set.

Each line ends with the Löwdin charge.
Atoms and positions in Å:
C -6.6224 -0.3761 -0.0001  -0.1154
C -5.6067 0.7592 0.0000  -0.2752
C -4.1755 0.2305 0.0000  -0.2211
C -3.1505 1.3617 0.0000  -0.1150
C -1.7327 0.8344 0.0000  -0.4346
O -1.4477 -0.3452 0.0000  0.0860
N -0.7951 1.8334 0.0001  0.0683
C 0.5976 1.7405 0.0001  -0.7864
N 1.0955 0.4995 0.0001  0.1053
C 2.4060 0.0320 0.0001  -0.1339
C 3.5390 0.8259 0.0000  0.0313
C 4.8039 0.2392 0.0000  -0.1345
C 4.9314 -1.1443 0.0000  -0.0031
C 3.8067 -1.9486 0.0001  -0.0016
C 2.5419 -1.3790 0.0001  -0.1951
O 1.3752 -2.0746 0.0000  -0.0822
C 1.4126 -3.4820 0.0000  -0.0647
H 0.3705 -3.7966 0.0000  0.0988
H 1.9105 -3.8691 -0.8940  0.0998
H 1.9105 -3.8692 0.8939  0.0998
H 3.9235 -3.0203 0.0001  0.1064
H 5.9192 -1.5776 0.0000  0.1218
C 6.0307 1.0611 0.0000  -0.4913
O 7.1529 0.6147 0.0000  0.0998
O 5.7916 2.3797 -0.0002  0.1121
H 6.6302 2.8663 -0.0002  0.1335
H 3.4548 1.8989 0.0000  0.0286
H 0.3912 -0.2496 0.0001  0.1136
S 1.4025 3.1798 0.0001  0.7041
H -1.1155 2.7945 0.0001  0.1108
H -3.2862 1.9928 -0.8826  0.1313
H -3.2863 1.9927 0.8826  0.1313
H -4.0133 -0.3956 0.8790  0.1212
H -4.0132 -0.3956 -0.8791  0.1212
H -5.7626 1.3850 0.8820  0.1087
H -5.7626 1.3850 -0.8821  0.1087
H -7.6360 0.0172 -0.0001  0.0678
H -6.4957 -1.0004 -0.8816  0.0720
H -6.4958 -1.0004 0.8814  0.0720

As for the HOMO energy: -8.27 eV. The SMILES is CCCCC(=O)NC(=S)Nc1cc(C(=O)O)ccc1OC. For the energy above the lowest of the compared OMol25 structures with the same formula, charge and spin, the calculation gives 0.0 kcal/mol. The value obtained for the orbital gap is 8.66 eV. The calculation puts the total energy at -36817.073 eV.



Please write out number 2 again, unchanged.
C14H18N7OS6V as an isolated structure. Source: the Open Molecules 2025 dataset; level of theory: ωB97M-V with the def2-TZVPD basis set.

Each line ends with the Löwdin spin population.
Atoms and positions in Å:
V -0.3949 -0.6065 -0.2770  1.9930
N -2.1974 2.5830 2.2979  -0.0011
C -1.6757 1.5006 1.6833  -0.0011
S -1.4085 1.5960 -0.0126  -0.0093
N -1.4259 0.4686 2.4718  -0.0028
N -0.9092 -0.5748 1.7855  -0.0100
C -0.7077 -1.6740 2.4151  0.0306
C -0.1376 -2.7867 1.6669  0.0057
C 0.0831 -4.0303 2.2421  0.0035
C 0.6070 -5.0424 1.4513  0.0066
C 0.9001 -4.7802 0.1241  0.0033
C 0.6604 -3.5090 -0.3778  0.0057
N 0.1558 -2.5402 0.3760  -0.0021
H -2.3354 3.4330 1.7849  -0.0005
H -2.3348 2.5623 3.2928  -0.0002
H -0.9736 -1.7675 3.4637  0.0012
H -0.1624 -4.1949 3.2816  -0.0001
H 0.7825 -6.0235 1.8705  0.0003
H 1.3038 -5.5398 -0.5289  0.0000
H 0.8688 -3.2389 -1.4046  -0.0002
S 0.1518 -0.4542 -2.5237  -0.0713
S -1.3300 -1.4037 -3.6520  0.0009
S -2.0263 -2.7740 -2.3103  0.0075
S -2.5872 -1.5538 -0.7410  0.0059
S 1.6975 3.9279 -0.2263  -0.0001
C 1.1004 3.5233 -1.7322  0.0000
N 1.8704 2.8322 -2.6221  0.0000
C 1.4872 2.4603 -3.8684  -0.0003
C 0.2517 2.7772 -4.3267  -0.0004
C -0.6110 3.4808 -3.4538  -0.0003
C -0.2042 3.8446 -2.2073  -0.0002
H 2.7884 2.5775 -2.2826  0.0000
H 2.2170 1.9007 -4.4339  0.0000
H -0.0599 2.4666 -5.3107  0.0000
H -1.6136 3.7282 -3.7763  0.0000
H -0.8549 4.3746 -1.5295  -0.0002
C 4.2775 -0.1617 -0.3502  0.0004
N 3.6327 0.6107 0.6918  0.0032
C 2.2907 0.5947 0.8293  0.0068
N 1.7559 1.2091 1.9078  0.0025
O 1.6083 -0.0073 -0.0186  0.0226
H 5.3352 0.0897 -0.3610  0.0000
H 3.8440 0.0775 -1.3205  0.0000
H 4.1641 -1.2356 -0.1890  0.0001
H 4.1933 1.0134 1.4211  0.0001
H 2.3003 1.9357 2.3430  0.0001
H 0.7711 1.4225 1.8256  0.0001

As for the expectation value of S²: 2.042. The spin multiplicity is 3. As for the HOMO energy (alpha / beta): -6.90 / -6.90 eV. For the energy above the lowest of the compared OMol25 structures with the same formula, charge and spin, the calculation gives 11.1 kcal/mol. The value obtained for the orbital gap (alpha / beta) is 6.42 / 6.26 eV. The calculation puts the total energy at -117992.053 eV.